Here is a cluster of 2 separate species, C4H15N2O2 in total at a distorted geometry from the OMol25 dataset. Energies are from ωB97M-V with the def2-TZVPD basis set.

Each line ends with the natural charge from an NBO analysis.
Element x y z (Å)
C  -1.10037  -1.77077  0.25215  -0.078
O  -1.86734  -1.42079  1.41272  -0.743
C  -0.79702  -0.48315  -0.56350  -0.067
C  0.53310  -0.61235  -1.35642  -0.430
C  1.50565  0.55766  -1.26038  -0.236
N  0.84132  1.81253  -1.61392  -0.881
N  -0.71089  0.61100  0.45296  -0.703
H  -0.14478  -2.08453  0.64945  0.188
H  -1.60394  -2.50045  -0.37146  0.214
H  -2.76774  -1.73338  1.30960  0.496
H  -1.53467  -0.20051  -1.25996  0.217
H  1.03945  -1.50632  -1.00666  0.229
H  0.33742  -0.74980  -2.39724  0.232
H  1.97142  0.63827  -0.28138  0.197
H  2.39851  0.41146  -1.87836  0.213
H  1.39312  2.65841  -1.50668  0.393
H  0.56003  1.78017  -2.58740  0.375
H  -0.48204  1.46524  -0.07072  0.468
H  0.03926  0.38597  1.10605  0.456
H  -1.57242  0.71189  0.98119  0.449
H  0.01713  0.22323  3.36939  0.485
H  1.22782  1.06842  3.67879  0.502
O  0.71698  0.73781  2.94180  -0.973

Forces on the atoms, in the same order (eV/Å):
C -0.267 1.377 0.230
O -0.088 -0.166 -0.429
C 1.157 -0.581 0.564
C 0.345 0.176 0.813
C 0.875 0.563 -0.030
N -0.729 0.152 0.097
N 0.239 -0.039 -0.701
H 0.191 -0.637 -0.127
H 0.226 -0.310 0.032
H -0.199 -0.105 0.087
H -1.300 0.225 -0.512
H 0.222 -0.171 -0.064
H -0.467 -0.276 -0.699
H -0.376 0.137 0.479
H -0.282 -0.502 -0.270
H 0.201 -0.353 0.121
H -0.058 0.072 0.002
H 0.341 0.319 -0.042
H 0.168 0.445 0.404
H -0.082 -0.171 0.062
H 0.131 0.029 -0.003
H 0.405 0.245 0.169
O -0.654 -0.430 -0.182

Its charge is +1. The relative energy (zero: lowest compared OMol25 entry of this formula, charge and spin) comes out at 69.6 kJ/mol. Its maximum force is 0.02764 hartree/bohr. The calculated total energy comes out at -11460.5365 eV. The calculation puts the gap between HOMO and LUMO at 10.82 eV.


Here is a structure of composition H26KrO13 from the OMol25 dataset. Energies are from ωB97M-V with the def2-TZVPD basis set.

Each line ends with the natural charge from an NBO analysis.
Element x y z (Å)
Kr  0.58318  0.26250  -0.07850  0.000
O  3.38934  -1.90635  0.06427  -0.953
H  4.02742  -2.58465  0.28563  0.484
H  3.88829  -1.08988  0.09012  0.483
O  -0.77598  -1.47490  -3.62099  -0.964
H  -0.74161  -0.53876  -3.42427  0.484
H  -0.41588  -1.54777  -4.50487  0.469
O  -0.45799  3.48846  -1.55619  -0.973
H  -0.95410  4.22107  -1.92140  0.479
H  -0.58157  2.77763  -2.18522  0.493
O  -3.10871  2.12313  -0.46966  -0.959
H  -2.47237  2.82628  -0.33975  0.479
H  -2.62110  1.32076  -0.28347  0.476
O  -1.42816  1.93867  2.78079  -0.958
H  -0.66130  1.72589  3.31266  0.459
H  -1.75240  1.09078  2.47718  0.486
O  2.35995  1.59570  2.48791  -0.941
H  2.25955  0.66216  2.67406  0.469
H  3.14257  1.64821  1.93929  0.477
O  -3.14637  -0.78395  -0.26863  -0.958
H  -2.90127  -1.58823  -0.72611  0.497
H  -4.10354  -0.78643  -0.27494  0.486
O  -0.07696  1.20844  -3.16263  -0.953
H  -0.09788  1.67971  -3.99551  0.485
H  0.85463  1.09098  -2.97669  0.496
O  1.75041  3.39033  0.20065  -0.981
H  0.94910  3.34947  -0.32134  0.489
H  1.56707  2.84397  0.96493  0.475
O  1.39148  -4.14224  0.78800  -0.945
H  1.08582  -3.42493  1.34321  0.483
H  2.23550  -3.84190  0.45087  0.453
O  0.05000  -2.56944  2.86972  -0.953
H  -0.63480  -1.91554  2.72943  0.493
H  0.75197  -2.09098  3.31079  0.464
O  -2.42212  -0.67796  2.36373  -0.986
H  -2.96477  -1.12312  3.01457  0.480
H  -2.90418  -0.77497  1.54249  0.501
O  1.73849  -2.42510  -2.09511  -0.963
H  2.24279  -2.08119  -1.35778  0.475
H  0.95532  -1.87570  -2.12727  0.470

Forces on the atoms, in the same order (eV/Å):
Kr -0.130 -0.129 0.036
O -0.028 0.154 0.299
H 0.261 -0.253 0.007
H 0.132 0.290 -0.057
O -0.212 -0.481 0.196
H -0.010 0.507 0.087
H 0.125 -0.174 -0.174
O -0.123 0.364 0.223
H -0.056 0.352 0.072
H 0.016 -0.649 -0.142
O -0.362 0.083 -0.145
H 0.264 0.212 0.112
H 0.106 -0.325 -0.014
O 0.156 0.588 -0.054
H 0.220 0.067 0.111
H -0.312 -0.479 0.018
O -0.155 0.127 0.180
H -0.075 -0.247 0.044
H 0.286 0.149 -0.175
O -0.012 0.062 0.248
H 0.289 -0.292 -0.224
H -0.402 0.204 -0.203
O -0.340 0.131 0.002
H -0.027 0.111 -0.432
H 0.444 -0.080 0.202
O 0.595 0.036 0.046
H -0.408 0.207 -0.358
H -0.079 -0.105 0.414
O 0.194 -0.461 -0.068
H -0.379 0.259 0.355
H -0.089 0.020 -0.248
O 0.287 -0.243 -0.031
H -0.540 0.372 -0.252
H 0.183 0.040 0.224
O 0.420 -0.195 0.668
H -0.107 0.017 0.380
H 0.010 -0.071 -0.923
O 0.063 0.036 -0.448
H 0.271 -0.080 0.302
H -0.474 -0.122 -0.278

Its charge is 0. The relative energy (zero: lowest compared OMol25 entry of this formula, charge and spin) comes out at 91.6 kJ/mol. Its maximum force is 0.01801 hartree/bohr. The calculated total energy comes out at -101969.8128 eV. The calculation puts the gap between HOMO and LUMO at 10.09 eV.


Here is a cluster of 2 separate species, C7H15BrNO in total at a distorted geometry from the OMol25 dataset. Energies are from ωB97M-V with the def2-TZVPD basis set.

Each line ends with the natural charge from an NBO analysis.
Element x y z (Å)
C  0.27765  1.02419  -2.51300  -0.408
C  1.49722  1.11107  -1.45696  -0.423
C  -0.99516  0.83216  -1.73456  -0.387
C  1.53485  0.14106  -0.23397  -0.436
C  -0.80925  -0.46575  -0.83706  -0.434
C  0.10364  -0.04969  0.26179  0.137
C  -0.11919  -0.48372  2.58890  0.277
N  -0.64326  -1.55083  3.54938  -0.752
O  -0.02916  -0.98013  1.46285  -0.550
Br  1.36362  0.32930  3.50116  0.061
H  0.22739  2.05788  -3.03265  0.226
H  0.45082  0.37268  -3.35941  0.224
H  2.39807  0.88278  -1.97661  0.230
H  1.60487  2.22961  -1.30200  0.228
H  -1.30493  1.62069  -1.17868  0.205
H  -1.80190  0.44236  -2.39331  0.229
H  1.86345  -0.83815  -0.50181  0.218
H  2.08656  0.57635  0.55683  0.225
H  -1.71994  -0.80086  -0.29133  0.214
H  -0.39365  -1.23585  -1.41692  0.219
H  -0.20932  0.94951  0.66366  0.194
H  -1.18323  0.81384  2.38092  0.115
H  -0.35392  -2.56787  3.27561  0.467
H  -0.35797  -1.32859  4.49943  0.462
H  -1.66208  -1.51724  3.40954  0.457

Forces on the atoms, in the same order (eV/Å):
C 1.234 2.763 0.653
C -0.563 0.957 -1.420
C -0.286 -5.589 -2.136
C -2.282 0.606 -0.247
C -1.224 1.813 1.854
C 0.660 1.551 0.382
C -2.765 4.434 2.591
N -0.609 -1.544 -1.387
O 1.126 -1.702 -4.320
Br 0.643 0.162 0.037
H 0.179 -1.490 0.883
H -0.120 -0.750 0.300
H 0.775 -0.133 -0.656
H -0.218 -1.426 0.925
H -0.873 2.496 1.577
H 0.210 1.073 0.084
H 0.783 -0.540 -0.360
H 1.067 0.235 0.629
H 0.084 0.194 -1.021
H 0.426 -1.220 -0.778
H -0.181 -0.823 0.030
H 2.128 -3.089 1.089
H -0.144 2.233 0.462
H -0.186 -0.085 0.250
H 0.135 -0.125 0.581

Its charge is +1. The relative energy (zero: lowest compared OMol25 entry of this formula, charge and spin) comes out at 309.5 kJ/mol. Its maximum force is 0.11648 hartree/bohr. The calculated total energy comes out at -81072.1336 eV. The calculation puts the gap between HOMO and LUMO at 9.81 eV.


Here is the ion C8H11N2 with charge +1 at a distorted geometry from the OMol25 dataset. Energies are from ωB97M-V with the def2-TZVPD basis set.

Each line ends with the natural charge from an NBO analysis.
Element x y z (Å)
C  -2.59151  0.29851  0.55296  -0.636
C  -1.24593  0.41163  -0.08853  0.043
C  -0.95957  -0.59327  -1.11617  -0.205
C  -0.10962  -1.59515  -0.90697  -0.217
C  0.60459  -1.76329  0.35131  -0.172
C  1.57230  -0.99962  0.84858  -0.065
N  2.31655  -0.02880  0.13760  -0.534
C  1.96622  1.10531  -0.41797  0.401
N  0.81712  1.72430  -0.33647  -0.520
C  -0.38874  1.35280  0.30760  -0.092
H  -3.36369  0.56034  -0.17005  0.244
H  -2.67549  0.96368  1.40633  0.232
H  -2.77446  -0.72416  0.87722  0.236
H  -1.57567  -0.56263  -2.00144  0.243
H  -0.02168  -2.40409  -1.61767  0.244
H  0.27090  -2.59489  0.95941  0.245
H  2.02179  -1.24222  1.80233  0.230
H  3.30039  -0.26967  0.06702  0.435
H  2.74919  1.62663  -0.96148  0.232
H  0.78167  2.65448  -0.74121  0.433
H  -0.69435  2.08010  1.04759  0.222

Forces on the atoms, in the same order (eV/Å):
C 0.003 0.087 0.090
C 0.290 0.241 0.056
C 0.228 0.107 -0.028
C 0.055 0.094 -0.208
C 0.252 0.191 0.227
C -0.222 -1.009 0.409
N 0.274 0.204 -0.343
C 0.165 0.239 0.068
N 0.278 0.066 -0.380
C -0.992 0.071 0.232
H -0.078 -0.036 -0.047
H -0.079 0.069 0.078
H -0.031 -0.051 0.030
H -0.089 -0.108 -0.198
H -0.087 -0.069 -0.169
H 0.082 -0.029 0.185
H -0.052 0.029 0.047
H -0.152 0.200 -0.164
H -0.081 -0.055 0.061
H 0.214 -0.208 -0.084
H 0.023 -0.035 0.141

Its charge is +1. The relative energy (zero: lowest compared OMol25 entry of this formula, charge and spin) comes out at 96.9 kJ/mol. Its maximum force is 0.02162 hartree/bohr. The calculated total energy comes out at -11446.8240 eV. The calculation puts the gap between HOMO and LUMO at 9.98 eV. Its SMILES is Cc1cccc[nH]c[nH+]c1.